1.
ORCA calculation (ωB97M-V with the def2-TZVPD basis set) on a molecular structure, C2H2FLiO in a non-equilibrium geometry.

2S+1: 1
Charge: 0
Largest force on an atom in Eh/bohr: 0.1065
DFT total energy in a.u.: -260.04235

Positions of all 7 atoms, in Å:
F (-0.4273, 3.6389, 0.0131)
O (-0.5716, 0.6203, 0.3794)
Li (0.1482, 2.1251, 0.6812)
C (-0.1886, -0.5028, 0.1089)
C (0.1173, -1.7137, -0.2576)
H (0.6432, -2.3890, 0.4168)
H (0.2788, -1.7788, -1.3418)


2.
ORCA calculation (ωB97M-V with the def2-TZVPD basis set) on a molecular structure, C6H4F4N2O in a non-equilibrium geometry.

2S+1: 1
Charge: 0
Largest force on an atom in Eh/bohr: 0.0980
DFT total energy in a.u.: -815.14855

Positions of all 17 atoms, in Å:
C (-0.3728, -0.5135, -0.3405)
C (-1.7314, -0.3499, -0.2161)
C (-0.1655, -1.8952, -0.2428)
C (2.4764, 0.3150, -0.0823)
C (1.0999, 0.7126, -0.2774)
C (-2.6183, 0.8454, -0.2195)
N (-1.3029, -2.5398, -0.1021)
N (-2.2377, -1.6018, -0.0895)
O (1.9337, 0.7440, -1.3316)
F (0.9956, -2.5251, -0.2721)
F (0.6043, 1.8765, 0.1850)
F (-3.4291, 0.8291, 0.8667)
F (-3.4514, 0.8152, -1.2985)
H (3.1471, 1.0312, 0.3797)
H (2.7402, -0.7305, -0.0197)
H (-2.0669, 1.7948, -0.2362)
H (-3.2029, -1.8719, 0.0246)


3.
ORCA calculation (ωB97M-V with the def2-TZVPD basis set) on a molecular structure, C14H16BrF18NO4S3 in a non-equilibrium geometry.

2S+1: 1
Charge: 0
Largest force on an atom in Eh/bohr: 0.1948
DFT total energy in a.u.: -6464.38389

Positions of all 57 atoms, in Å:
O (6.7685, -1.0995, 1.6155)
S (6.0623, -1.4008, 0.2364)
O (7.1705, -2.1209, -0.6237)
F (5.6694, 0.0400, -0.5997)
N (4.7669, -2.5478, 0.4212)
Br (4.3760, -2.9400, 2.2110)
C (3.5386, -2.2110, -0.3933)
C (2.7215, -0.8831, 0.0977)
C (1.0597, -1.0176, -0.0486)
F (0.7843, -0.6650, -1.4858)
F (0.6082, -2.3739, 0.3309)
C (0.4614, 0.0926, 1.0164)
F (1.2135, 1.3671, 0.6954)
F (0.8653, -0.1995, 2.4432)
C (-1.1178, 0.4624, 0.8317)
F (-1.3528, 1.6244, 1.7738)
F (-1.4311, 1.0587, -0.5210)
C (-2.1928, -0.6761, 1.3112)
F (-3.4020, 0.1201, 1.7567)
F (-1.7872, -1.4272, 2.5446)
C (-2.7405, -1.6944, 0.1665)
F (-1.8994, -1.7676, -1.0764)
F (-4.0667, -1.1504, -0.3164)
C (-2.9869, -3.2411, 0.6180)
F (-3.3888, -3.9750, -0.6429)
F (-1.7436, -3.9613, 1.0746)
C (-4.1457, -3.5244, 1.7150)
F (-3.4642, -4.1427, 2.9139)
F (-4.8879, -2.3582, 2.2269)
C (-5.2900, -4.6406, 1.2582)
F (-6.1776, -4.7869, 2.4720)
F (-4.7349, -5.9949, 1.0095)
F (-6.1973, -4.1438, 0.1791)
H (3.9192, -2.0057, -1.5057)
H (2.8969, -3.1971, -0.4633)
H (3.0547, -0.5256, 1.1605)
H (3.0162, -0.0073, -0.6554)
C (3.7941, 5.9280, 1.2047)
S (3.3811, 4.2202, 1.6357)
O (2.7374, 3.5951, 0.4335)
C (2.0636, 4.6350, 2.8038)
H (4.5815, 5.9138, 0.4479)
H (2.9145, 6.4357, 0.8018)
H (4.1564, 6.4515, 2.0923)
H (1.2900, 5.2221, 2.3028)
H (2.4815, 5.2003, 3.6400)
H (1.6269, 3.7062, 3.1786)
C (-1.7644, 2.4660, -3.6777)
S (-1.7649, 0.7132, -4.1254)
O (-1.0070, 0.5767, -5.4128)
C (-3.5278, 0.6210, -4.5200)
H (-0.7426, 2.7595, -3.4272)
H (-2.1174, 3.0674, -4.5188)
H (-2.4076, 2.6214, -2.8086)
H (-3.7728, 1.3357, -5.3095)
H (-4.1145, 0.8359, -3.6238)
H (-3.7539, -0.3908, -4.8651)


4.
ORCA calculation (ωB97M-V with the def2-TZVPD basis set) on 2 unconnected molecules or ions with the total composition C4H14N2O in a non-equilibrium geometry.

2S+1: 1
Structure (SMILES): NCCCCN.O
Charge: 0
Largest force on an atom in Eh/bohr: 0.0504
DFT total energy in a.u.: -345.51360

Positions of all 21 atoms, in Å:
N (1.4713, 2.4633, -0.1218)
C (1.1705, 1.0201, 0.1310)
C (-0.1243, 0.8002, 0.8827)
C (-1.4022, 0.6012, 0.0016)
C (-1.6740, -0.8870, -0.2138)
N (-2.2484, -1.1295, -1.5400)
H (0.5561, 2.8882, -0.3072)
H (1.9320, 2.5200, -1.0251)
H (2.0177, 0.6073, 0.6817)
H (1.0556, 0.5100, -0.8325)
H (-0.2054, 1.4913, 1.7227)
H (-0.0453, -0.1815, 1.3639)
H (-2.2413, 1.1631, 0.3883)
H (-1.1216, 0.9313, -1.0034)
H (-2.4683, -1.1246, 0.5054)
H (-0.8851, -1.5868, 0.0714)
H (-2.9162, -1.8814, -1.6255)
H (-1.4662, -1.1401, -2.1829)
O (2.5830, -2.2065, 1.1527)
H (2.7409, -3.1440, 1.2469)
H (3.2710, -1.7145, 0.7040)


5.
ORCA calculation (ωB97M-V with the def2-TZVPD basis set) on 13 unconnected molecules or ions with the total composition C27H80N6O13 in a non-equilibrium geometry.

2S+1: 1
Charge: 0
Largest force on an atom in Eh/bohr: 0.2492
DFT total energy in a.u.: -2382.97386

Positions of all 126 atoms, in Å:
C (1.3345, 2.9295, 0.5230)
O (2.6915, 3.0795, 0.7280)
H (0.9155, 3.8555, 0.8510)
H (0.9145, 2.0395, 1.0240)
H (1.1255, 2.8955, -0.5610)
H (2.9265, 3.0225, 1.6620)
C (-0.4505, 2.7365, -3.6050)
O (-1.3695, 2.0835, -4.4520)
H (-1.0425, 3.0545, -2.7800)
H (0.0485, 3.5895, -4.0210)
H (0.3525, 2.0845, -3.2530)
H (-1.5165, 1.1715, -4.1630)
C (-0.5835, 0.3335, 3.8180)
O (-0.3135, 0.9675, 5.0600)
H (-1.6555, 0.2095, 3.5920)
H (-0.2195, -0.6885, 3.8890)
H (0.0255, 0.7455, 3.0140)
H (-0.4685, 0.2935, 5.7550)
C (-0.2935, -0.1075, -0.4630)
O (-0.0355, 0.8715, -1.3370)
N (-0.0265, -1.3135, -0.6950)
N (-0.9125, -0.0245, 0.6570)
H (0.4085, -1.4305, -1.6200)
H (-0.3655, -2.1725, -0.2070)
H (-1.2425, 0.8855, 0.9350)
H (-1.2535, -0.7595, 1.1840)
C (-0.2385, -4.3915, 0.4640)
O (0.1585, -5.2405, -0.5820)
N (-1.2655, -3.5765, 0.3580)
N (0.4005, -4.3045, 1.6560)
H (-1.8245, -3.5255, -0.4880)
H (-1.6945, -3.2125, 1.2110)
H (1.3195, -4.7575, 1.7560)
H (0.3005, -3.7135, 2.5060)
C (-1.4275, 3.5895, 2.9570)
O (-1.1205, 2.5735, 2.1080)
N (-2.0295, 4.6505, 2.6060)
N (-1.2805, 3.4885, 4.2550)
H (-2.2045, 4.7925, 1.6220)
H (-2.3765, 5.4085, 3.2520)
H (-1.0685, 2.5045, 4.5630)
H (-1.9075, 4.1025, 4.8840)
C (2.1955, -2.5675, -4.6980)
C (0.8425, -2.2965, -4.0980)
C (0.2275, -3.4365, -3.2140)
O (0.7525, -1.2985, -3.4050)
H (2.6855, -1.7165, -5.0810)
H (2.1015, -3.2095, -5.5800)
H (2.9215, -2.8995, -3.9920)
H (0.1235, -2.2045, -4.8880)
H (-0.6585, -3.2235, -2.6580)
H (0.9465, -3.8725, -2.4490)
H (-0.0245, -4.2345, -3.8430)
H (-0.1655, -1.0225, -3.3130)
C (-2.0855, 6.8135, -1.4360)
C (-2.3645, 5.4345, -0.9220)
C (-1.0785, 4.7065, -0.5360)
O (-3.0395, 5.4295, 0.0840)
H (-1.3395, 6.8065, -2.2170)
H (-1.6945, 7.4475, -0.6610)
H (-2.9225, 7.3615, -1.8260)
H (-2.8235, 4.8105, -1.7360)
H (-0.4705, 5.2395, 0.2160)
H (-0.4315, 4.5395, -1.3870)
H (-1.2355, 3.6905, -0.1180)
H (-3.8535, 5.7795, -0.2400)
C (-3.8015, -0.6805, 1.6610)
C (-3.3755, -1.8355, 2.5660)
C (-4.1075, -3.1535, 2.2730)
O (-2.1615, -2.1825, 2.5620)
H (-3.3105, 0.2805, 1.8720)
H (-4.8525, -0.5815, 1.7610)
H (-3.5655, -0.8135, 0.6450)
H (-3.6015, -1.4405, 3.5430)
H (-3.9035, -3.5755, 1.2710)
H (-5.2235, -3.0075, 2.3480)
H (-3.9145, -3.8975, 3.0370)
H (-1.9535, -2.5125, 3.4060)
C (-3.2045, 1.8895, -1.4670)
C (-4.5825, 1.5965, -0.8680)
C (-5.4885, 2.7775, -1.0280)
O (-5.1965, 0.5825, -1.3070)
H (-3.3955, 2.3675, -2.4640)
H (-2.5725, 0.9665, -1.6790)
H (-2.7055, 2.4405, -0.6420)
H (-4.5155, 1.3635, 0.1830)
H (-5.0345, 3.6495, -0.5490)
H (-6.4665, 2.5215, -0.5820)
H (-5.5565, 3.1285, -2.0590)
H (-5.9045, 0.5245, -0.7140)
C (3.2115, -3.3875, -0.3120)
C (3.4905, -4.7995, -0.8010)
C (4.5725, -4.8955, -1.9010)
O (3.9315, -5.5935, 0.1030)
H (2.6435, -2.7915, -1.0580)
H (4.1675, -2.9125, -0.0120)
H (2.5835, -3.4835, 0.5960)
H (2.5405, -5.2315, -1.1430)
H (4.2835, -4.2365, -2.6870)
H (4.7435, -5.9235, -2.3500)
H (5.4415, -4.4755, -1.5230)
H (3.3355, -5.7515, 0.8700)
C (3.8155, -2.2665, 3.1050)
C (3.2875, -0.8885, 2.9540)
C (2.1015, -0.8355, 1.9910)
O (3.0065, -0.3395, 4.0200)
H (4.5265, -2.2505, 3.8810)
H (4.2865, -2.5845, 2.1510)
H (2.9905, -2.9045, 3.2780)
H (4.0665, -0.2795, 2.4870)
H (1.3035, -1.3195, 2.4800)
H (2.2495, -1.3425, 1.0820)
H (1.8915, 0.1455, 1.6140)
H (2.8485, 0.6185, 3.9300)
C (3.9235, -0.4805, -2.6210)
C (3.4085, 0.4025, -1.4920)
C (4.3005, 0.2735, -0.3480)
O (3.2555, 1.6045, -1.7300)
H (3.8165, -1.4955, -2.2560)
H (4.9295, -0.2175, -2.9360)
H (3.3205, -0.3705, -3.4720)
H (2.3795, 0.0765, -1.1770)
H (4.4695, -0.7665, -0.2060)
H (3.7725, 0.6915, 0.4730)
H (5.2705, 0.7145, -0.4700)
H (2.8835, 2.0665, -0.9570)


6.
ORCA calculation (ωB97M-V with the def2-TZVPD basis set) on 2 unconnected molecules or ions with the total composition CH4O2S in a non-equilibrium geometry.

2S+1: 1
Structure (SMILES): O=CO.S
Charge: 0
Largest force on an atom in Eh/bohr: 0.0356
DFT total energy in a.u.: -589.16085

Positions of all 8 atoms, in Å:
O (1.5625, -5.0228, -1.7466)
C (1.6343, -3.8589, -1.5693)
O (0.9640, -3.1842, -0.6343)
H (2.2815, -3.2404, -2.1842)
H (0.5502, -3.9046, -0.1501)
S (-1.9066, 5.2905, 1.6995)
H (-0.6969, 4.7390, 1.5856)
H (-1.3555, 6.4814, 1.8524)


7.
ORCA calculation (ωB97M-V with the def2-TZVPD basis set) on a single C6H10O3 molecule in a non-equilibrium geometry.

2S+1: 1
Structure (SMILES): CC(=O)C(C)(O)C(C)=O
Charge: 0
Largest force on an atom in Eh/bohr: 0.1019
DFT total energy in a.u.: -460.27840

Positions of all 19 atoms, in Å:
C (-0.8311, 1.9845, 0.0543)
C (-0.2419, 0.8252, 0.7947)
O (0.8101, 0.9350, 1.4816)
C (-0.5403, -0.5915, 0.4590)
C (-1.6733, -0.8504, -0.5103)
O (-0.7089, -1.4048, 1.6027)
C (1.1013, -0.9057, -0.0134)
C (2.2505, -0.0497, -0.4947)
O (1.2112, -2.0962, -0.2968)
H (-0.4730, 2.9157, 0.5003)
H (-0.5359, 1.9623, -0.9986)
H (-1.9207, 1.9613, 0.1082)
H (-2.6371, -0.5944, -0.0560)
H (-1.5531, -0.2911, -1.4424)
H (-1.7335, -1.9179, -0.7446)
H (-0.2175, -2.2355, 1.4495)
H (3.0028, -0.0306, 0.2999)
H (2.7609, -0.5394, -1.3280)
H (1.9295, 0.9231, -0.8653)


8.
ORCA calculation (ωB97M-V with the def2-TZVPD basis set) on a molecular structure, C30H44Br2N2P2Pt in a non-equilibrium geometry.

2S+1: 3
Charge: +2
Largest force on an atom in Eh/bohr: 0.0569
DFT total energy in a.u.: -7228.40258

Positions of all 81 atoms, in Å:
N (2.6419, 3.9519, -6.5052)
C (3.3851, 4.1407, -5.4073)
C (2.8732, 3.8647, -4.1368)
C (1.6228, 3.2310, -4.0385)
C (0.7917, 3.1573, -5.1715)
C (1.3960, 3.4885, -6.4057)
C (1.4737, 2.3737, -2.8301)
Pt (-0.2530, 2.0825, -1.8778)
P (-0.6646, -3.4380, 1.7237)
C (0.9072, 1.0157, -3.0578)
C (1.2694, -0.1282, -2.1725)
C (0.5404, -1.3172, -2.3466)
C (0.9310, -2.4250, -1.6108)
C (1.7742, -2.2838, -0.4981)
C (2.5634, -1.1152, -0.4011)
C (2.3064, -0.0288, -1.2224)
Br (0.2671, -1.4576, 1.6828)
H (2.3891, 2.4264, -2.2249)
H (0.6495, 0.7379, -4.0880)
H (3.4833, 4.0360, -3.2529)
H (-0.2470, 2.8586, -5.1376)
H (4.4091, 4.5193, -5.5182)
H (0.8471, 3.3735, -7.3519)
H (-0.3223, -1.3054, -3.0275)
H (2.8696, 0.9057, -1.1178)
H (0.5826, -3.4172, -1.9001)
H (3.4124, -1.0879, 0.2732)
P (-1.7092, 1.8282, -0.1433)
C (0.7899, -4.3233, 2.1660)
C (1.6024, -5.2332, 1.3670)
H (1.1944, -4.0763, 3.1500)
H (1.9863, -3.1369, 0.1409)
H (2.6119, -4.7982, 1.2457)
H (1.7736, -6.1949, 1.9065)
H (1.1874, -5.4712, 0.3758)
C (-1.6224, -3.8321, 0.2354)
C (-2.1538, -5.2717, 0.2562)
H (-1.0141, -3.6316, -0.6551)
H (-2.4536, -3.1046, 0.2174)
H (-2.6637, -5.4836, -0.6882)
H (-1.3636, -6.0278, 0.3539)
H (-2.9014, -5.4123, 1.0537)
C (-1.8135, -3.4542, 3.1528)
C (-1.4450, -4.3693, 4.3372)
H (-2.8108, -3.7559, 2.7811)
H (-1.8587, -2.4044, 3.4707)
H (-2.0275, -4.0659, 5.2123)
H (-1.6710, -5.4252, 4.1444)
H (-0.3857, -4.3157, 4.6076)
C (-2.2366, 1.6115, 1.6313)
C (-3.6172, 2.2193, 1.9214)
H (-1.4441, 2.0193, 2.2744)
H (-2.2503, 0.5283, 1.8163)
H (-3.5713, 3.3058, 2.0737)
H (-4.3418, 2.0142, 1.1147)
H (-4.0295, 1.7804, 2.8398)
C (-2.5577, 0.4123, -0.9498)
C (-3.6616, 0.8742, -1.8919)
H (-2.9363, -0.1872, -0.1127)
H (-1.7922, -0.1865, -1.4783)
H (-4.4073, 1.4878, -1.3677)
H (-3.2701, 1.4454, -2.7442)
H (-4.1644, -0.0202, -2.2797)
C (-2.2856, 3.5099, -0.5378)
C (-1.4008, 4.4946, 0.2276)
H (-3.3347, 3.5217, -0.2312)
H (-2.1754, 3.6580, -1.6336)
H (-1.6198, 5.5076, -0.1063)
H (-1.5642, 4.4512, 1.3105)
H (-0.3454, 4.2996, 0.0373)
Br (2.2392, 4.4405, 4.3184)
C (2.5579, 2.6732, 3.6990)
C (3.7504, 2.0126, 4.0182)
C (3.9364, 0.7217, 3.5371)
C (2.9285, 0.1340, 2.7650)
N (1.8008, 0.7762, 2.4594)
C (1.6017, 2.0154, 2.8908)
H (4.4994, 2.5126, 4.6249)
H (4.8385, 0.1414, 3.7310)
H (3.0303, -0.8828, 2.3863)
H (0.6723, 2.5086, 2.5898)